27
Properties=species:S:1:pos:R:3 method="wB97M-V/def2-TZVPD" e_tot_ha=-1277.9968 e_homo_ev="-20.14 / -20.14" orbital_gap_ev="4.67 / 4.67" charge=+3
Zr -0.992 -1.747 -1.043
S -2.066 0.132 0.336
O -3.683 -3.971 -0.612
O 1.912 -1.956 0.836
O 1.896 -2.811 -2.984
O -1.253 -4.814 -2.516
O -0.404 0.061 -2.803
N 0.349 1.449 0.011
N -0.617 1.486 2.122
C 1.698 2.136 1.901
C 0.923 -1.941 0.225
C 1.398 2.373 0.433
C -2.643 -3.458 -0.967
C -0.662 1.105 0.844
C 0.460 2.276 2.742
C -1.374 -0.726 -3.016
C -1.418 -3.743 -1.955
C 1.004 -2.557 -2.299
H -1.442 1.213 2.653
H 0.570 1.877 3.753
H 2.305 2.196 -0.152
H 2.421 2.874 2.265
H 2.144 1.147 2.065
H 0.127 3.324 2.810
H 0.238 1.264 -0.991
H -1.972 -0.608 -3.943
H 1.082 3.416 0.285